The following is a DFT calculation (ωB97M-V with the def2-TZVPD basis set) of a cluster of 3 separate species, C25H37BFNO3 in total.

```
68
Properties=species:S:1:pos:R:3
F -0.180 1.922 2.236
O 0.245 3.411 -2.382
O -0.524 -0.775 6.407
O 4.267 -0.882 -5.254
N -2.527 2.760 -1.637
C 4.832 0.271 -7.245
C 4.204 -1.811 -6.345
C -1.273 -1.753 1.755
C 0.456 2.000 -2.461
C 4.083 -0.990 -7.614
C -2.006 3.004 -0.258
C -0.650 -1.183 7.776
C 1.073 -1.022 -2.746
C -2.613 1.010 1.475
C -2.702 -3.892 -0.034
C -0.374 -0.512 -2.509
C 4.470 0.436 -5.783
C -2.950 2.484 0.932
C -2.720 -2.265 2.081
C -1.251 -3.400 -0.333
C -0.203 -0.009 8.625
C -0.730 1.015 -2.357
C 1.932 1.496 -2.659
C -0.508 -2.346 0.534
C -0.585 1.170 7.757
C 2.261 -0.017 -2.801
C -0.619 -0.613 2.705
C -2.264 1.377 -2.119
C -0.303 0.641 6.365
C -3.448 -3.325 1.224
B -1.146 0.838 2.134
H 3.358 -2.488 -6.202
H -0.667 0.004 9.612
H -2.749 0.550 -1.472
H -3.374 0.796 2.325
H -3.561 2.846 -1.584
H -0.949 1.091 5.607
H -2.855 3.260 1.787
H 5.250 0.945 -5.212
H -0.032 2.083 7.986
H -4.509 -3.644 1.492
H -2.782 1.289 -3.152
H 5.127 -2.399 -6.339
H 1.227 -2.147 -2.871
H -3.250 -1.812 2.986
H -0.051 -2.079 7.950
H 3.345 -0.351 -2.971
H -1.703 -1.425 7.958
H 0.521 -0.672 2.630
H -1.226 -1.278 -2.467
H 0.475 3.638 -1.444
H 3.032 -0.753 -7.807
H -3.242 -4.661 -0.699
H 0.884 -0.036 8.757
H -0.908 2.652 -0.170
H 5.910 0.106 -7.347
H 0.741 0.809 6.080
H -1.654 1.381 7.868
H -0.920 -0.745 3.805
H -2.851 0.251 0.655
H 4.485 -1.499 -8.491
H -4.057 2.556 0.599
H -1.948 4.156 -0.141
H 2.762 2.288 -2.694
H -0.736 -3.859 -1.253
H 4.560 1.137 -7.851
H 3.533 0.992 -5.666
H 0.566 -2.024 0.269
```

Calculated values
- HOMO energy (eV) = -8.28
- SMILES = Oc1ccccc1CNCCCB(F)Cc1ccccc1.C1CCOC1.C1CCOC1
- LUMO energy (eV) = 0.6
- energy above the lowest of the compared OMol25 structures with the same formula, charge and spin (kcal per mole) = 149.41
- total charge = 0
- HOMO-LUMO gap (hartree) = 0.3260



The following is a DFT calculation (ωB97M-V with the def2-TZVPD basis set) of a structure of composition C20H42F8InN8O14S4.

```
97
Properties=species:S:1:pos:R:3
In -0.203 -0.018 -0.786
S -2.626 4.732 -2.884
S -1.242 -4.832 -3.370
S -2.293 -4.954 -1.303
S -2.618 4.656 -0.155
F -0.603 6.453 -2.517
F 0.068 4.547 -3.542
F -1.018 6.209 -4.567
F -5.166 4.474 -1.111
F -0.607 -3.766 -4.375
F -4.769 3.139 0.541
F -2.263 -4.165 0.101
F -4.974 5.266 0.905
O -3.513 5.865 -2.572
O -4.481 -0.143 -2.514
O -3.724 -4.917 -1.505
O -2.354 6.071 0.035
O -1.678 -6.254 -0.977
O -0.113 -5.732 -3.232
O 2.102 1.657 3.073
O 3.630 -2.104 -2.116
O -2.051 3.827 0.952
O -2.818 -0.199 2.880
O -3.089 3.904 -3.973
O -2.416 -5.297 -4.114
O 1.385 -3.259 1.902
O 3.332 2.783 -1.424
N -1.411 -3.833 -2.214
N 1.991 3.233 4.565
N -4.640 -0.837 4.079
N -4.993 -1.553 -4.179
N -2.073 3.818 -1.620
N 5.662 -2.980 -1.645
N 5.387 3.691 -1.945
N 1.839 -5.270 2.803
C 4.577 -2.871 -2.405
C -5.183 -0.428 -3.510
C -4.553 4.329 0.046
C 4.152 3.699 -1.403
C -3.044 0.681 5.119
C 2.733 2.325 3.915
C 2.128 -6.075 1.616
C -5.364 -1.461 2.986
C -5.967 -2.140 -5.079
C 2.413 3.899 5.769
C 4.201 2.044 4.283
C -6.300 0.557 -3.979
C 4.480 -3.790 -3.613
C -0.895 5.524 -3.400
C 3.853 5.010 -0.686
C 1.516 -3.987 2.902
C 6.004 2.567 -2.586
C -3.495 -0.143 3.905
C 5.862 -2.373 -0.320
C 1.129 -3.452 4.279
H -7.262 0.157 -3.658
H -6.280 0.659 -5.064
H 6.432 -3.490 -2.055
H -3.766 0.655 5.935
H 5.903 4.534 -1.736
H 1.975 -3.564 4.956
H 6.847 -2.694 0.020
H 1.779 -5.703 0.652
H -3.011 1.753 4.923
H 4.296 5.850 -1.222
H 2.151 -5.723 3.651
H 5.410 -4.091 -4.095
H -4.241 -2.146 -3.858
H 1.771 -7.094 1.760
H -5.727 -3.179 -5.306
H -4.921 -1.093 5.015
H -2.040 0.484 5.493
H 6.562 2.060 -1.799
H 5.035 -2.724 0.297
H 3.212 -6.130 1.516
H 4.688 1.359 3.589
H 0.656 -2.470 4.287
H 1.814 4.800 5.903
H 4.259 5.075 0.323
H 0.345 -4.107 4.658
H -4.742 -1.638 2.109
H 2.124 3.362 6.672
H 3.470 4.162 5.740
H 1.002 3.203 4.363
H 4.074 -4.783 -3.416
H -6.187 -0.830 2.653
H 5.941 -1.295 -0.461
H 3.741 -3.518 -4.366
H 6.590 2.992 -3.401
H -5.834 -1.762 -6.093
H -7.020 -2.013 -4.827
H 4.776 2.967 4.214
H -5.814 -2.393 3.330
H 4.325 1.691 5.307
H -6.208 1.514 -3.466
H 5.197 1.912 -2.913
H 2.769 5.126 -0.667
```

Calculated values
- HOMO energy (eV) = -11.43
- LUMO energy (eV) = -9.7
- total charge = +1
- HOMO-LUMO gap (hartree) = 0.0626



The following is a DFT calculation (ωB97M-V with the def2-TZVPD basis set) of an isolated molecule of C5H11NO.

```
18
Properties=species:S:1:pos:R:3
O -1.995 1.320 1.413
N 0.069 0.212 -0.288
C -2.284 0.498 0.297
C 0.932 0.414 0.842
C 2.258 -0.256 -1.419
C 1.321 -0.522 -0.257
C -1.143 -0.481 0.055
H 3.302 -0.492 -1.187
H 1.344 1.410 1.007
H 1.968 -0.880 -2.277
H -0.940 -1.008 1.055
H -2.435 1.178 -0.548
H 1.288 -1.572 0.058
H 2.202 0.789 -1.738
H -3.215 -0.085 0.413
H -1.742 0.726 2.130
H -1.390 -1.197 -0.743
H 0.517 -0.130 1.726
```

Calculated values
- HOMO energy (eV) = -9.26
- SMILES = C[C@H]1CN1CCO
- LUMO energy (eV) = 1.1
- energy above the lowest of the compared OMol25 structures with the same formula, charge and spin (kcal per mole) = 54.96
- total charge = 0
- HOMO-LUMO gap (hartree) = 0.3789



The following is a DFT calculation (ωB97M-V with the def2-TZVPD basis set) of a structure of composition C38H53N8P2ReS.

```
103
Properties=species:S:1:pos:R:3
Re -0.418 -0.276 0.539
S -1.720 1.308 -3.768
P 1.861 -0.492 -0.260
P -0.817 0.672 2.764
N -4.800 -0.253 -0.223
N -0.826 -0.010 -5.865
N 0.061 -0.664 -3.842
N -0.826 -0.801 -1.549
N 0.087 1.680 0.339
N -0.756 -2.423 0.602
N -5.377 -2.211 -1.639
N -2.471 -0.008 0.466
C -1.666 -4.314 -0.579
C -2.310 0.080 3.690
C -3.800 5.156 2.697
C 3.566 1.661 -0.944
C -2.284 4.523 0.783
C -1.393 -5.125 0.500
C 2.328 1.224 -0.465
C -0.672 -2.351 -6.697
C -0.491 -3.229 1.631
C -0.844 2.608 0.882
C -2.483 -1.436 3.653
C 3.225 -1.518 0.423
C -0.769 -4.584 1.620
C -0.059 -0.957 -6.658
C 1.342 2.149 -0.061
C 1.627 -1.125 -1.993
C 5.230 3.473 -1.499
C 3.586 -1.095 1.842
C -3.582 -0.147 0.114
C -2.416 0.594 5.128
C -1.424 -2.107 -1.661
C -1.302 -2.956 -0.536
C 1.708 3.506 -0.057
C -0.776 0.161 -4.538
C 2.951 3.905 -0.502
C -1.337 2.315 2.158
C 1.652 -2.649 -2.104
C -2.281 3.152 2.738
C 4.487 -1.587 -0.445
C 0.337 -0.451 -2.450
C -2.758 4.275 2.068
C -2.200 -2.485 -2.873
C 0.499 0.963 4.011
C 0.952 -0.358 4.626
C 3.902 3.000 -0.982
C -5.102 -1.302 -0.978
C 1.656 1.728 3.376
C -1.344 3.699 0.185
H 2.724 -1.122 2.505
H 1.254 -2.996 -3.061
H -3.858 6.120 2.193
H 1.069 -3.132 -1.321
H 2.423 -0.693 -2.608
H 0.430 0.628 -2.294
H -2.683 2.929 3.718
H 5.865 2.634 -1.783
H 0.968 -0.985 -6.284
H -2.271 1.670 5.217
H -4.786 4.692 2.640
H -2.501 -1.810 2.631
H 3.193 4.961 -0.480
H 5.762 4.055 -0.745
H -1.014 3.892 -0.828
H 5.131 -0.731 -0.244
H 4.286 -1.612 -1.516
H -0.757 -2.772 -5.693
H -3.141 -2.966 -2.598
H 1.787 -0.187 5.307
H 2.075 1.179 2.530
H 1.291 -1.053 3.856
H 3.992 -0.081 1.853
H -1.536 0.540 -6.322
H 2.770 -2.515 0.465
H -2.137 -4.713 -1.466
H -3.580 5.338 3.749
H -2.671 5.371 0.231
H -3.127 0.516 3.108
H -0.062 -2.751 2.502
H 2.450 1.878 4.110
H -1.538 -0.119 -1.867
H -1.691 -1.948 4.205
H -3.409 0.362 5.516
H -3.431 -1.704 4.122
H -1.659 -6.173 0.470
H 2.671 -3.024 -2.031
H 0.017 -0.540 -7.662
H -1.693 0.110 5.785
H 0.054 1.588 4.791
H 1.341 2.707 3.013
H 0.612 -1.346 -4.337
H -2.455 -1.606 -3.461
H 5.107 4.111 -2.375
H 4.350 -1.764 2.241
H 4.290 0.933 -1.289
H -0.528 -5.185 2.484
H -1.642 -3.179 -3.513
H -1.672 -2.321 -7.128
H 5.054 -2.484 -0.194
H 1.022 4.256 0.304
H -0.060 -3.022 -7.299
H 0.160 -0.852 5.189
```

Calculated values
- HOMO energy (alpha / beta) (eV) = -9.51 / -9.90
- LUMO energy (alpha / beta) (eV) = -2.2 / -4.2
- multiplicity = 4
- energy above the lowest of the compared OMol25 structures with the same formula, charge and spin (kcal per mole) = 0.00
- total charge = +1
- HOMO-LUMO gap (alpha / beta) (hartree) = 0.2693 / 0.2111